No. 1
This record from OMol25 describes a molecular structure, C3H3CdFO2. The level of theory is ωB97M-V/def2-TZVPD.

Output
HOMO-LUMO gap = 0.3100 hartree
relative energy (zero: lowest compared OMol25 entry of this formula, charge and spin) = 0.00 kcal/mol
net charge = +2
total energy = -14514.371 eV

XYZ file:
```
10
Properties=species:S:1:pos:R:3:forces:R:3:mulliken_charge:R:1
H -0.4684 1.6559 -0.6548 0.128 -0.499 -0.286 0.31
F 1.7751 -0.7496 -0.7393 -0.581 0.364 0.458 -0.20
O 0.4695 -0.4795 1.0718 -1.486 -0.162 1.892 -0.18
O -1.2283 -0.2059 -0.2252 -1.164 0.054 1.509 -0.19
C 1.0484 0.1763 -0.0802 1.111 0.185 -1.319 0.30
C -0.1928 0.6030 -0.8456 0.533 0.711 -0.608 -0.36
C -0.8160 -0.5756 0.9347 1.650 -0.640 -2.105 0.67
H 1.7053 0.9774 0.2700 -0.161 -0.170 0.048 0.33
H -0.1488 0.3517 -1.9097 -0.047 0.136 0.233 0.31
Cd -2.1440 -1.7537 2.1782 0.017 0.020 0.177 1.01
```
Positions in Å, forces in eV/Å.

No. 2
This record from OMol25 describes a molecular structure, C29H32BCl5N4O3Ru. The level of theory is ωB97M-V/def2-TZVPD.

Output
HOMO-LUMO gap (spin up / spin down) = 0.1039 / 0.1824 hartree
relative energy (zero: lowest compared OMol25 entry of this formula, charge and spin) = 33.94 kcal/mol
net charge = -2
multiplicity = 5
expectation value of S² = 6.03
total energy = -108564.845 eV

XYZ file:
```
75
Properties=species:S:1:pos:R:3:forces:R:3:mulliken_charge:R:1
Ru 0.5253 -0.0469 -0.0962 -0.153 -0.338 0.140 0.31
Cl 2.3596 2.7558 1.5472 -0.064 0.065 -0.082 -0.25
C 1.0455 3.1060 0.4115 0.065 0.102 0.138 1.00
C 0.3468 2.0606 -0.1777 -0.238 -0.112 -0.187 -1.25
C -0.7654 2.4614 -0.9112 0.085 0.125 0.032 0.98
Cl -1.4718 1.2199 -2.0157 -0.001 0.127 -0.019 -0.32
C -1.2716 3.7675 -0.9592 0.198 -0.082 -0.083 -0.38
Cl -3.0917 4.0078 -1.0806 -0.195 0.040 0.021 -0.30
C -0.4944 4.7654 -0.4085 -0.065 0.002 0.068 0.33
Cl -0.9956 6.4961 -0.5990 0.026 -0.002 -0.037 -0.27
C 0.6820 4.4614 0.2258 0.144 0.078 -0.031 -0.12
Cl 1.8566 5.7421 0.5944 -0.102 -0.096 0.013 -0.28
C 9.6262 0.1445 0.7731 0.036 0.014 -0.004 -2.11
C 8.3738 0.0071 1.6416 -0.015 -0.004 -0.026 2.28
C 8.4135 1.0972 2.7216 -0.015 0.000 0.024 -1.64
C 8.4266 -1.3663 2.3221 0.034 -0.047 0.014 -1.75
C 7.0863 0.1588 0.8282 -0.001 0.071 -0.034 0.68
C 7.0808 0.7265 -0.4436 -0.044 -0.058 0.031 -0.22
C 5.8976 0.9297 -1.1673 0.126 0.033 -0.021 -1.85
C 4.7202 0.5500 -0.5781 -0.106 0.015 -0.031 1.03
O 3.4517 0.6334 -1.0491 0.041 -0.021 0.097 -0.56
B 2.5988 0.1224 -0.0262 -0.026 0.184 -0.066 -0.15
O 3.4342 -0.3051 1.0490 0.059 -0.078 -0.139 0.04
C 4.7093 -0.0163 0.6919 -0.102 -0.040 0.047 -0.07
C 5.8623 -0.2174 1.4071 0.073 -0.002 0.071 -1.02
H 10.5126 -0.0714 1.3755 0.000 0.009 -0.004 0.44
H 9.7374 1.1553 0.3776 -0.022 0.005 -0.006 0.38
H 9.6065 -0.5495 -0.0694 -0.001 -0.021 0.013 0.45
H 9.3256 1.0153 3.3217 0.001 -0.002 0.001 0.42
H 7.5539 1.0136 3.3885 -0.001 0.003 -0.005 0.36
H 8.3842 2.0883 2.2656 0.001 -0.002 0.000 0.36
H 9.3780 -1.4833 2.8494 -0.007 -0.007 0.005 0.46
H 8.3369 -2.1699 1.5887 0.009 0.008 -0.015 0.37
H 7.6289 -1.4924 3.0538 -0.010 0.011 -0.017 0.32
H 8.0114 1.0298 -0.9026 0.010 0.005 -0.008 0.31
H 5.9089 1.3808 -2.1507 0.001 -0.005 -0.004 0.46
H 5.8011 -0.6474 2.3988 0.009 0.009 -0.007 0.38
O -1.4926 -0.6663 0.5243 0.154 -0.009 0.006 -0.82
N -1.2717 -1.8653 1.1224 0.009 0.003 -0.111 0.69
C -0.3929 -2.8096 0.4182 0.059 0.068 0.030 -0.14
C 0.3242 -3.6114 1.4849 -0.045 -0.035 -0.034 -0.99
C -0.2946 -3.9115 2.6444 -0.022 0.036 0.025 -0.07
C -1.5440 -3.3001 2.9930 0.064 0.040 -0.097 -1.45
C -1.8814 -2.1841 2.2469 -0.077 -0.053 0.146 0.12
H -1.0421 -3.4771 -0.1807 -0.051 0.000 -0.022 0.36
H 1.3359 -3.9270 1.2649 0.001 -0.018 0.017 0.26
H 0.2117 -4.5361 3.3761 -0.005 -0.007 -0.002 0.36
H -2.0580 -3.5094 3.9189 0.004 0.002 0.017 0.27
H -2.6284 -1.4628 2.5590 -0.009 -0.010 0.005 0.42
C -1.4572 1.7477 2.5071 -0.020 -0.012 0.034 -1.37
C -0.4462 0.7880 3.0252 -0.024 0.018 -0.072 0.18
N 0.4908 0.1780 2.3409 0.196 -0.122 0.015 1.37
C 1.1903 -0.6076 3.2258 -0.109 -0.075 -0.033 -0.83
C 0.6566 -0.4895 4.4685 0.004 0.100 -0.001 -0.98
N -0.3792 0.4150 4.3288 -0.017 -0.026 0.061 -0.04
H -1.9389 1.3182 1.6293 0.027 -0.006 -0.006 0.21
H -0.9848 2.6839 2.2088 0.012 0.024 -0.010 0.17
H -2.2106 1.9562 3.2706 0.004 0.010 0.007 0.47
H 2.0078 -1.2215 2.8911 -0.007 0.004 -0.001 0.51
H 0.8862 -0.9642 5.4051 0.014 0.005 0.016 0.41
H -1.0052 0.7284 5.0471 0.010 -0.005 -0.014 0.18
C -0.5870 -2.6282 -2.5984 -0.047 0.043 -0.092 -1.51
C 0.7017 -2.6683 -1.7597 0.047 -0.008 0.075 1.33
C 1.1920 -4.1195 -1.6286 -0.054 -0.031 -0.008 -1.78
C 1.7665 -1.8791 -2.5120 0.035 0.022 -0.080 -1.80
N 0.4874 -2.0563 -0.4503 0.013 0.148 0.214 0.50
H -0.4149 -3.0741 -3.5840 -0.017 0.013 -0.019 0.47
H -0.9092 -1.5907 -2.7251 0.038 -0.092 0.016 0.13
H -1.4005 -3.1738 -2.1188 -0.001 -0.005 -0.013 0.32
H 1.3665 -4.5605 -2.6155 -0.006 0.016 0.006 0.47
H 0.4643 -4.7413 -1.1017 0.023 -0.006 -0.020 0.37
H 2.1264 -4.1437 -1.0642 0.019 -0.002 -0.003 0.27
H 1.9300 -2.3224 -3.5002 0.011 0.004 0.015 0.54
H 2.7101 -1.8821 -1.9655 0.026 -0.011 0.020 0.24
H 1.4643 -0.8381 -2.6506 -0.007 -0.011 0.023 0.32
```
Positions in Å, forces in eV/Å.

No. 3
This record from OMol25 describes C3H5NO2 in the gas phase. The level of theory is ωB97M-V/def2-TZVPD.

Output
HOMO-LUMO gap = 0.4078 hartree
relative energy (zero: lowest compared OMol25 entry of this formula, charge and spin) = 18.42 kcal/mol
net charge = 0
total energy = -8776.896 eV

XYZ file:
```
11
Properties=species:S:1:pos:R:3:forces:R:3:mulliken_charge:R:1
O 2.0188 -0.4660 -0.8797 -0.073 0.138 0.446 -0.49
C 1.7180 -0.0264 0.2051 0.126 -0.106 -0.264 0.13
C 0.2959 0.0364 0.6968 0.140 0.008 0.023 -0.52
N -0.5868 -0.5241 -0.2875 -0.222 0.195 -0.039 -0.20
C -1.7047 0.1778 -0.6329 -0.070 0.158 0.080 0.08
O -2.0956 1.1669 -0.0470 -0.002 -0.333 -0.126 -0.55
H 2.4897 0.3509 0.9006 -0.036 -0.007 -0.024 0.34
H 0.2244 -0.4736 1.6682 0.071 0.042 -0.122 0.25
H 0.0099 1.0795 0.8749 0.115 -0.036 0.036 0.32
H -0.1274 -1.0642 -1.0073 -0.121 -0.100 -0.020 0.31
H -2.2423 -0.2570 -1.4911 0.072 0.041 0.010 0.34
```
Positions in Å, forces in eV/Å.

No. 4
This record from OMol25 describes a molecular structure, C53H44AsN3P2RhSTe. The level of theory is ωB97M-V/def2-TZVPD.

Output
HOMO-LUMO gap (spin up / spin down) = 0.1964 / 0.1963 hartree
net charge = +1
total energy = -160691.283 eV

XYZ file:
```
106
Properties=species:S:1:pos:R:3:forces:R:3:mulliken_charge:R:1
Rh -1.1805 0.1198 0.1099 -0.882 -1.215 -0.634 0.15
Te 2.4133 1.1738 2.0330 0.569 -0.388 0.519 0.53
C 3.8915 0.0133 3.0587 -0.192 0.223 -0.196 0.15
C 3.5948 -1.2128 3.6363 -0.144 0.156 -0.103 -0.07
C 4.5905 -1.8672 4.3434 -0.333 0.025 -0.107 -0.48
N 5.8067 -1.3816 4.4856 0.672 -0.502 0.407 -0.60
C 6.1034 -0.2331 3.9130 -0.137 0.386 -0.180 -0.45
C 5.1818 0.5076 3.1886 -0.187 0.058 -0.061 -0.41
C 1.2030 -0.5509 1.6087 -1.902 1.381 -0.026 -1.46
P -0.4647 -0.2939 2.2899 2.145 -1.160 0.090 1.56
C -1.0677 -1.9558 2.6958 -0.575 0.437 -0.337 1.18
C -0.2152 -3.0257 2.9405 0.180 0.128 -0.054 -0.07
C -0.7425 -4.2852 3.1596 -0.029 -0.109 0.022 -1.07
C -2.1143 -4.4754 3.1282 0.052 -0.069 0.005 -0.79
C -2.9639 -3.4032 2.9032 -0.165 0.004 0.055 -0.70
C -2.4482 -2.1382 2.6987 0.100 -0.044 0.093 -1.20
C -0.1789 0.4786 3.9199 -0.817 0.400 -0.240 0.51
C -0.4315 1.8363 4.0985 -0.162 -0.151 -0.087 -0.03
C -0.2088 2.4194 5.3326 -0.018 0.068 -0.004 -0.73
C 0.2701 1.6557 6.3865 -0.032 0.063 -0.056 -0.55
C 0.5204 0.3040 6.2125 0.044 -0.008 0.003 -0.76
C 0.2877 -0.2877 4.9832 -0.110 -0.137 -0.154 -0.56
P 1.0368 -0.7535 -0.1958 0.822 -0.394 0.200 1.79
C 1.1103 -2.4758 -0.8219 -0.518 0.200 -0.148 0.81
C 0.9117 -2.5056 -2.2042 0.037 0.080 0.115 -0.73
C 0.8731 -3.7000 -2.8919 0.048 -0.061 -0.076 -0.78
C 1.0294 -4.8926 -2.2017 -0.067 -0.011 0.081 -0.66
C 1.2432 -4.8709 -0.8331 0.087 -0.118 0.051 -0.67
C 1.2941 -3.6699 -0.1371 0.025 0.264 0.065 -0.26
C 2.7151 -0.2905 -0.7559 -0.285 0.282 -0.419 -0.12
C 3.7869 -1.0092 -0.2268 -0.201 -0.081 -0.144 -0.67
C 5.0777 -0.6758 -0.5853 -0.008 -0.038 0.050 -0.65
C 5.3004 0.3731 -1.4671 -0.027 0.089 -0.032 -0.80
C 4.2358 1.0760 -2.0052 0.116 0.026 -0.046 -0.44
C 2.9373 0.7419 -1.6549 -0.244 -0.175 0.023 0.17
H 2.6065 -1.6352 3.5427 -0.101 -0.089 0.049 0.37
H 4.4055 -2.8133 4.8316 -0.144 -0.150 0.012 0.38
H 7.1169 0.1170 4.0445 0.123 0.110 -0.026 0.40
H 5.4597 1.4464 2.7384 0.142 0.152 -0.062 0.40
H 0.8564 -2.8683 2.9614 -0.041 -0.005 -0.034 0.37
H -0.0843 -5.1197 3.3510 0.063 -0.062 0.027 0.47
H -2.5194 -5.4636 3.2889 -0.058 -0.057 0.003 0.43
H -4.0295 -3.5621 2.8794 -0.168 0.007 0.032 0.49
H -3.0957 -1.2846 2.5263 -0.084 -0.143 -0.119 0.44
H -0.8107 2.4234 3.2690 0.028 0.050 0.037 0.44
H -0.4170 3.4683 5.4784 -0.003 0.096 0.000 0.44
H 0.4310 2.1185 7.3476 0.042 0.020 0.108 0.41
H 0.8792 -0.2935 7.0393 0.034 -0.018 -0.010 0.45
H 0.4550 -1.3461 4.8500 0.012 -0.079 0.073 0.28
H 0.7943 -1.5683 -2.7369 -0.059 -0.017 -0.091 0.25
H 0.7157 -3.7020 -3.9601 -0.003 -0.013 -0.096 0.49
H 0.9761 -5.8368 -2.7235 0.041 -0.056 -0.046 0.42
H 1.3693 -5.8029 -0.3004 0.038 -0.033 0.058 0.46
H 1.4669 -3.6730 0.9291 -0.021 0.023 0.055 0.42
H 3.5932 -1.8214 0.4621 0.096 -0.059 0.066 0.40
H 5.9152 -1.2288 -0.1855 0.023 -0.046 0.074 0.48
H 6.3104 0.6377 -1.7387 0.112 0.021 -0.045 0.43
H 4.4198 1.8852 -2.6964 -0.027 0.060 -0.056 0.50
H 2.0906 1.2811 -2.0616 0.090 0.086 -0.047 0.41
C -4.0529 -3.3101 -3.9924 -0.087 -0.036 -0.070 -1.50
C -3.4394 -2.8873 -2.7027 0.289 -0.296 0.259 0.81
C -2.5142 -3.6924 -2.0296 -0.022 0.122 0.252 -1.40
C -1.9363 -3.1814 -0.8834 0.121 -0.451 -0.320 -0.27
N -2.2458 -1.9740 -0.4319 0.461 1.240 0.173 0.34
C -3.2084 -1.3042 -1.0937 -0.239 -0.230 0.220 0.36
S -3.7150 0.1602 -0.3402 1.226 0.605 1.206 -0.35
N -3.7983 -1.7158 -2.2021 -0.288 0.225 -0.182 -0.27
H -4.5522 -4.2734 -3.8827 -0.001 -0.003 -0.024 0.47
H -3.2843 -3.4217 -4.7578 0.034 -0.029 -0.030 0.29
H -4.7701 -2.5623 -4.3136 -0.070 0.007 -0.039 0.32
H -2.2395 -4.6654 -2.4001 -0.007 -0.150 0.001 0.53
H -1.2194 -3.7407 -0.2957 0.052 -0.024 -0.139 0.71
C -3.7914 6.0829 -0.1002 -0.060 0.042 0.023 -0.49
C -3.1514 6.0000 -1.3277 0.044 -0.049 -0.067 -0.75
C -2.4400 4.8605 -1.6557 0.211 -0.259 -0.157 -0.21
C -2.3779 3.8036 -0.7513 0.060 -0.286 0.305 0.07
C -3.0200 3.8876 0.4756 0.119 -0.301 -0.023 -0.43
C -3.7291 5.0324 0.8001 -0.040 0.088 0.058 -0.71
As -1.3142 2.2393 -1.1888 0.347 0.320 -0.347 1.13
C -2.1744 1.5704 -2.7937 -0.006 -0.271 -0.090 0.30
C -1.5302 0.5870 -3.5420 0.300 0.106 0.264 -0.26
C -2.1973 -0.0671 -4.5627 -0.024 -0.013 -0.144 -0.92
C -3.5207 0.2462 -4.8329 0.099 -0.019 -0.018 -0.53
C -4.1668 1.2256 -4.0963 0.019 0.039 -0.068 -0.79
C -3.5020 1.8783 -3.0730 0.166 0.300 0.137 -0.66
C 0.2710 3.1626 -1.8664 0.021 -0.237 0.183 -0.18
C 0.5128 3.3439 -3.2231 -0.410 -0.221 0.018 0.33
C 1.6656 3.9859 -3.6432 0.046 0.014 -0.037 -0.68
C 2.5770 4.4479 -2.7087 0.083 0.009 -0.018 -0.63
C 2.3368 4.2854 -1.3527 -0.026 0.022 0.022 -0.71
C 1.1851 3.6455 -0.9339 -0.292 -0.140 0.227 -0.44
H -4.3449 6.9749 0.1488 -0.052 0.088 0.066 0.40
H -3.1979 6.8237 -2.0253 -0.027 0.037 -0.031 0.43
H -1.9260 4.7799 -2.6112 -0.086 0.106 0.117 0.39
H -2.9589 3.0462 1.1621 -0.068 0.128 0.009 0.27
H -4.2246 5.1124 1.7556 -0.062 -0.023 0.077 0.44
H -0.4989 0.3256 -3.3039 -0.122 0.018 -0.091 0.36
H -1.6908 -0.8286 -5.1413 0.030 -0.024 -0.003 0.48
H -4.0526 -0.2924 -5.6035 -0.032 0.032 -0.105 0.52
H -5.1948 1.4741 -4.3120 -0.098 -0.001 0.022 0.42
H -4.0146 2.6168 -2.4650 -0.034 -0.076 -0.125 0.39
H -0.2111 2.9841 -3.9469 0.106 0.015 -0.024 0.39
H 1.8481 4.1233 -4.6998 0.019 0.013 -0.035 0.43
H 3.4814 4.9348 -3.0365 0.115 0.097 -0.048 0.45
H 3.0479 4.6535 -0.6284 0.051 0.022 0.068 0.47
H 0.9778 3.5150 0.1280 0.137 0.037 -0.106 0.48
```
Positions in Å, forces in eV/Å.